Entry 1:
ORCA calculation (ωB97M-V/def2-TZVPD) on C30H50Cl3LaN4O4Si as an isolated structure.

```
93
Properties=species:S:1:pos:R:3:lowdin_charge:R:1
C -1.6170 -1.9517 -5.3764 -0.05
C -1.2519 -2.3058 -3.9403 -0.21
H -1.8973 -2.7937 -6.0357 0.09
H -0.7194 -1.4793 -5.8145 0.10
H -2.4416 -1.2229 -5.4262 0.06
C -0.6937 -3.4800 -3.6046 -0.12
C -0.3481 -4.5327 -4.5942 -0.11
H -0.4858 -3.7546 -2.5757 0.10
H 0.2903 -4.1543 -5.4009 0.08
H -1.2363 -4.9287 -5.0960 0.08
H 0.1624 -5.3927 -4.1527 0.07
La 2.2343 1.7943 0.2057 1.16
Cl -0.5081 1.7157 0.3127 -0.12
Cl 4.1779 3.5655 0.1747 -0.34
H 1.6717 6.7054 3.0543 0.10
H -1.1562 6.7815 2.8958 0.09
C 1.5413 6.4792 1.9862 -0.02
C -0.9481 6.4891 1.8616 -0.04
N 0.2962 5.7360 1.7825 -0.18
H 2.3845 5.8836 1.6066 0.08
C 0.2845 4.4041 1.6785 -0.34
O 1.3268 3.6983 1.7194 -0.26
H -1.7478 5.8464 1.4936 0.09
H -0.7172 3.9695 1.5498 0.08
H 1.4617 7.4301 1.4548 0.09
H -0.8730 7.3902 1.2500 0.09
H 1.8770 -1.0157 -3.5386 0.09
H 2.4356 -3.6507 -3.2085 0.08
C 2.9452 -0.9852 -3.3014 -0.03
C 3.3929 -3.3507 -2.7643 -0.03
N 3.2788 -1.9664 -2.2661 -0.17
H 3.2257 0.0163 -2.9768 -0.01
C 3.3906 -1.6461 -0.9596 -0.28
O 3.2806 -0.4831 -0.4961 -0.22
H 3.6458 -4.0214 -1.9387 0.09
H 3.5483 -2.5034 -0.2789 0.14
H 3.4802 -1.2565 -4.2177 0.10
H 4.1798 -3.4247 -3.5310 0.10
O -0.7699 -0.0593 -3.4305 -0.17
C -1.5023 -1.2002 -2.9393 -0.27
C 0.0650 -2.0271 -1.0826 -0.05
C -1.1924 -1.4987 -1.4550 -0.15
H 0.8960 -2.0039 -1.8163 0.10
C 0.2175 -2.6281 0.1864 -0.08
H -2.5433 -0.8496 -2.9800 0.12
C -2.1847 -1.3416 -0.4724 -0.04
H 1.1652 -3.1353 0.4141 0.10
C -0.8199 -2.5929 1.1132 -0.09
C -2.0037 -1.9071 0.7998 -0.07
H -3.0921 -0.7815 -0.6900 0.11
H -0.6974 -3.1145 2.0743 0.10
H -2.7586 -1.8519 1.5746 0.10
Si -1.5700 1.1345 -4.1936 0.39
Cl 2.8322 2.2423 -2.1535 -0.15
C -0.2641 2.5063 -4.2458 -0.19
C -2.7166 1.9481 -2.9792 -0.14
C -1.6639 1.1277 -6.0513 -0.18
H 0.0584 2.6886 -3.2239 -0.01
H -0.6016 3.4517 -4.6693 0.04
H 0.6492 2.2397 -4.7668 0.02
H -0.5889 1.1002 -6.3123 0.05
H -2.1168 2.0770 -6.3982 0.05
H -2.1680 0.3032 -6.5686 0.01
H -3.1588 1.2286 -2.2783 0.02
H -3.4958 2.6143 -3.3450 0.03
H -2.0058 2.5605 -2.3950 0.02
C -3.6323 -1.4024 5.2412 -0.08
C -2.4819 -0.7800 6.0109 -0.21
N -1.3275 -0.4816 5.1548 -0.05
C -0.6215 0.7854 5.4729 -0.20
C 0.6421 0.6242 6.3159 -0.06
C -0.6929 -1.5723 4.5981 -0.40
O -1.1520 -2.7209 4.6429 0.04
C 0.5737 -1.3158 3.8212 -0.15
C 1.5850 -2.2841 3.8765 0.01
C 2.7710 -2.0455 3.1728 -0.03
C 2.8609 -0.8753 2.4001 -0.15
N 1.8505 0.0059 2.2663 -0.03
C 0.6936 -0.2384 2.9311 -0.10
H -3.9374 -0.7367 4.4225 0.08
H -4.4700 -1.5363 5.9377 0.08
H -3.3201 -2.3751 4.8424 0.06
H -2.7861 0.1780 6.4458 0.11
H -2.1643 -1.4631 6.8200 0.13
H -0.3891 1.2963 4.5267 0.10
H -1.3637 1.3938 6.0122 0.11
H 1.4414 0.1244 5.7457 0.07
H 0.9857 1.6321 6.5895 0.08
H 0.4199 0.0604 7.2373 0.09
H 1.4512 -3.1875 4.4848 0.13
H 3.6040 -2.7479 3.1750 0.11
H 3.7783 -0.6076 1.8606 0.11
H -0.1580 0.4339 2.7485 0.08
```

Net charge: 0
E_HOMO, eV: -7.99
Relative energy (zero: lowest compared OMol25 entry of this formula, charge and spin), kJ/mol: 139.74
HOMO-LUMO gap, eV: 8.1

Entry 2:
ORCA calculation (ωB97M-V/def2-TZVPD) on C30H50ClF5OsP2Si2 as an isolated structure.

```
91
Properties=species:S:1:pos:R:3:mulliken_spin:R:1
Os 0.5008 -1.0852 -0.2260 2.45
C 1.9839 -0.5480 -1.5986 -0.09
C 1.3546 -1.7780 -1.9872 0.19
C -0.0358 -1.4224 -2.2381 0.21
Si 1.9726 -3.5319 -1.7506 0.00
C -0.2312 -0.0585 -1.9349 -0.02
C 1.0333 0.5320 -1.5606 0.36
Si 1.4248 2.3751 -1.6674 0.03
H 3.0508 -0.4379 -1.4380 0.04
H -0.7712 -2.1110 -2.6222 0.01
H -1.1536 0.4989 -1.9906 0.01
Cl -1.6623 -0.0256 0.8092 0.11
C 3.2212 2.6504 -1.1895 0.01
C 1.1799 2.9208 -3.4494 0.02
C 3.7836 -3.5471 -1.3623 0.01
C 1.6225 -4.5405 -3.2894 0.01
H 1.7057 2.2245 -4.1139 0.00
H 1.5696 3.9282 -3.6400 0.00
H 0.1175 2.9117 -3.7139 0.00
H 3.3905 2.4024 -0.1315 0.00
H 3.4797 3.7081 -1.3458 0.00
H 3.8825 2.0346 -1.8145 0.00
H 2.1028 -4.0578 -4.1523 0.00
H 0.5469 -4.6214 -3.4909 0.00
H 2.0421 -5.5488 -3.1679 0.00
H 4.3415 -3.0205 -2.1464 0.00
H 4.1066 -4.5963 -1.3392 0.00
H 4.0119 -3.0852 -0.3940 0.00
C 0.4693 3.6753 -0.6200 0.00
C 0.9856 -4.2454 -0.2673 0.03
P -1.2283 3.3628 -0.1159 -0.01
H 0.4852 4.6098 -1.2017 0.00
H 1.1161 3.8617 0.2510 0.00
P -0.3620 -3.1667 0.3252 0.09
H 1.7030 -4.4186 0.5445 0.00
H 0.5685 -5.2151 -0.5730 0.00
C -0.8428 -3.5096 2.0693 0.02
C -1.8198 -3.7500 -0.7377 0.02
C -2.3600 4.1742 -1.4043 0.00
C -1.4976 4.3964 1.4311 0.00
C -1.4373 3.5080 2.6855 0.00
H -2.5279 4.7843 1.3315 0.00
C -0.5247 5.5631 1.5801 0.00
H 0.4657 5.2035 1.8834 0.00
H -0.8858 6.2184 2.3827 0.00
H -0.4292 6.1752 0.6770 0.00
H -2.1580 2.6819 2.6507 0.00
H -1.6683 4.1241 3.5650 0.00
H -0.4295 3.0906 2.8166 0.00
H -1.9439 3.8341 -2.3680 0.00
C -2.3101 5.6977 -1.3454 0.00
C -3.8094 3.6699 -1.3021 0.00
H -1.3046 6.0976 -1.5114 0.00
H -2.6898 6.0791 -0.3900 0.00
H -2.9506 6.1116 -2.1341 0.00
H -3.8915 2.6025 -1.5318 0.00
H -4.4564 4.1952 -2.0173 0.00
H -4.2226 3.8421 -0.2984 0.00
H -1.3769 -3.8173 -1.7464 0.01
C -2.9810 -2.7535 -0.7920 0.02
C -2.3272 -5.1429 -0.3436 0.01
H -1.5527 -5.9158 -0.4193 0.00
H -3.1375 -5.4297 -1.0287 0.00
H -2.7408 -5.1520 0.6737 0.00
H -2.6821 -1.7707 -1.1723 -0.01
H -3.4424 -2.6246 0.1958 0.00
H -3.7506 -3.1466 -1.4722 0.00
C -0.2907 -2.4835 3.0535 0.10
C -0.4348 -4.9126 2.5413 0.02
H -1.9456 -3.4200 2.0725 0.01
H 0.6597 -4.9812 2.6603 0.00
H -0.7736 -5.7185 1.8747 0.00
H -0.8911 -5.0839 3.5295 0.00
H 0.7814 -2.6534 3.2251 -0.01
H -0.8132 -2.6032 4.0123 0.00
H -0.4507 -1.4536 2.7143 -0.01
C -3.2422 0.9460 0.6083 0.18
H -3.9322 0.2996 0.0642 -0.01
H -2.9975 1.8387 0.0132 -0.02
H -3.6159 1.2717 1.5812 0.02
F 2.7535 -2.8089 1.8248 0.00
C 2.8084 -1.4575 2.0661 -0.10
C 1.8898 -0.5989 1.4836 0.24
C 1.9452 0.7075 1.9257 -0.03
F 0.9848 1.6030 1.5186 0.05
C 2.9247 1.1982 2.7863 -0.02
F 2.9304 2.5060 3.1375 0.00
C 3.8688 0.3202 3.3103 0.03
F 4.7629 0.7473 4.2216 0.00
C 3.8023 -1.0237 2.9434 -0.01
F 4.6520 -1.9107 3.5074 0.00
```

Net charge: 0
Multiplicity: 5
E_HOMO (alpha / beta), eV: -3.61 / -7.54
⟨S²⟩: 6.021
HOMO-LUMO gap (alpha / beta), eV: 4.0 / 6.4

Going through the records in order, we get strongest force on any atom values of 4.0; 8.9 eV/Å.